Record 1
Formula: C3H7O2
Source: OMol25
Level of theory: ωB97M-V/def2-TZVPD

Geometry as XYZ:
```
12
Properties=species:S:1:pos:R:3:forces:R:3
C 1.38599 1.00669 -1.79727 0.19 -0.23 0.21
H 1.88167 0.86478 -0.83890 0.01 0.15 0.04
H 1.35652 2.06138 -2.05654 -0.04 0.02 -0.02
H 0.37324 0.60837 -1.71124 0.02 0.06 -0.17
H 1.95682 0.44462 -2.53361 -0.12 0.03 -0.13
O -1.17251 0.40049 -0.11998 -0.60 -0.04 0.68
C -0.58036 -0.47569 0.52486 1.47 0.44 -1.91
O 0.48064 -1.07365 0.31040 -0.41 -0.18 0.65
C -1.28557 -0.89268 1.82874 -0.85 -0.43 1.03
H -0.81922 -1.78344 2.22874 0.12 0.01 -0.06
H -1.24428 -0.08174 2.54992 0.23 0.17 -0.15
H -2.33294 -1.07914 1.61489 -0.02 -0.01 -0.18
```
Positions in Å, forces in eV/Å.

Summary:
Highest occupied orbital energy (alpha / beta): -11.57 / -10.27 eV
Electronic energy: -268.90132 Ha
Gap between HOMO and LUMO (alpha / beta): 12.4 / 6.6 eV
2S+1: 2

***

Record 2
Formula: C3H7O2PS
Source: OMol25
Level of theory: ωB97M-V/def2-TZVPD

Geometry as XYZ:
```
14
Properties=species:S:1:pos:R:3:forces:R:3
C -0.87558 -0.58244 -1.91140 -1.07 0.02 -1.09
C 0.57552 -0.09877 -1.75705 0.79 0.25 -1.54
C 0.11911 1.25191 3.10211 1.16 -0.51 -0.20
O -0.85540 -1.98048 -1.60817 0.25 0.08 0.91
O 1.25339 -1.07539 -0.97356 1.18 2.24 0.53
P 0.45888 -2.36940 -0.61434 -2.06 -1.75 0.00
S -0.59038 0.15238 1.86099 -0.45 0.29 0.22
H -1.53503 0.07764 -1.20101 0.93 -1.63 -1.13
H -1.30260 -0.55212 -2.97237 0.67 0.44 1.46
H 1.32235 -0.01523 -2.60534 -1.71 0.15 0.17
H 0.41925 0.88367 -1.33147 1.01 0.19 0.76
H 0.48029 0.57761 3.92450 -0.29 0.70 -0.57
H 1.00770 1.65173 2.58341 -0.19 0.06 0.66
H -0.47751 2.07889 3.50371 -0.24 -0.52 -0.19
```
Positions in Å, forces in eV/Å.

Summary:
Highest occupied orbital energy (alpha / beta): -9.24 / -6.59 eV
Electronic energy: -1008.42832 Ha
Gap between HOMO and LUMO (alpha / beta): 9.6 / 4.6 eV

***

Record 3
Formula: C3H7O2S
Source: OMol25
Level of theory: ωB97M-V/def2-TZVPD

Geometry as XYZ:
```
13
Properties=species:S:1:pos:R:3:forces:R:3
C -1.45689 1.29634 0.35780 0.81 -0.14 -1.21
S -2.22353 -0.26460 -0.12505 0.21 -0.61 0.01
C -0.75280 -1.38022 -0.13099 -1.14 0.13 0.35
H -0.79478 1.11778 1.19693 -0.43 0.38 0.60
H -2.27776 2.01059 0.40927 0.16 0.04 0.66
H -0.73915 1.65875 -0.39792 -0.41 -0.28 0.02
H -0.25592 -1.30346 0.83142 0.47 0.46 -0.25
H -1.10811 -2.41656 -0.14853 -0.17 0.21 -0.47
H -0.16551 -1.11554 -1.00098 0.47 -0.20 0.28
O 3.59798 -0.21779 0.17476 -0.14 -0.37 -0.28
C 2.45784 0.07437 -0.22720 0.12 0.79 0.02
O 1.59609 0.80308 0.31101 -0.34 0.04 0.33
H 2.12254 -0.26274 -1.25051 0.36 -0.45 -0.07
```
Positions in Å, forces in eV/Å.

Summary:
Net charge: -1
Highest occupied orbital energy: -4.15 eV
Electronic energy: -667.21674 Ha
Gap between HOMO and LUMO: 7.4 eV

***

Record 4
Formula: C3H7O2S
Source: OMol25
Level of theory: ωB97M-V/def2-TZVPD

Geometry as XYZ:
```
13
Properties=species:S:1:pos:R:3:forces:R:3
C -1.63289 -2.14814 -0.45012 0.87 -1.00 1.58
S -0.88283 -1.52262 1.11339 0.28 -0.79 -0.74
C 0.67850 -0.81728 0.42562 -1.75 1.20 0.45
H -1.90430 -1.30614 -1.07224 -0.39 -0.30 -0.30
H -0.93446 -2.86916 -0.89085 0.19 0.65 -0.38
H -2.39027 -2.85023 -0.08301 -0.67 0.78 -0.41
H 0.34516 0.23101 0.30780 1.20 -0.27 -0.04
H 0.93825 -1.21605 -0.55095 0.13 -0.39 0.22
H 1.43159 -0.90388 1.20531 0.15 0.07 -0.35
O 1.95096 4.07409 -0.50367 0.13 -0.25 0.02
C 1.09316 3.31716 0.00594 0.40 1.04 -0.32
O 1.24370 2.22211 0.57933 -0.40 -0.09 -0.01
H 0.06343 3.78915 -0.08656 -0.15 -0.65 0.28
```
Positions in Å, forces in eV/Å.

Summary:
Net charge: -1
Highest occupied orbital energy: -3.90 eV
Electronic energy: -667.20406 Ha
Gap between HOMO and LUMO: 7.0 eV

***

Record 5
Formula: C3H7O2S
Source: OMol25
Level of theory: ωB97M-V/def2-TZVPD

Geometry as XYZ:
```
13
Properties=species:S:1:pos:R:3:forces:R:3
C -1.23613 -1.50816 -1.23523 -0.26 -0.36 -0.43
S 0.57140 -1.65046 -1.24567 0.16 0.68 0.14
H -1.64989 -1.33123 -0.24394 0.00 0.01 0.05
H -1.57992 -0.70356 -1.90135 -0.04 -0.16 0.13
H -1.64766 -2.44773 -1.60896 -0.26 0.03 -0.02
O 0.62642 2.43600 -0.16273 -1.10 -0.23 -0.37
C 0.28968 1.42888 0.42640 2.87 1.98 3.87
O -0.95483 0.89580 0.58846 1.98 0.24 -3.61
C 1.31640 0.68406 1.27279 -0.06 0.60 0.39
H -0.35837 0.59440 -0.36046 -3.48 -2.39 0.19
H 0.87737 0.46131 2.24766 -0.10 -0.17 -0.11
H 2.13446 1.38192 1.43950 0.29 -0.22 -0.17
H 1.61107 -0.24125 0.78353 0.01 0.00 -0.06
```
Positions in Å, forces in eV/Å.

Summary:
Net charge: -1
Highest occupied orbital energy: -2.83 eV
Electronic energy: -667.14037 Ha
Gap between HOMO and LUMO: 6.7 eV

***

Record 6
Formula: C3H7O2S
Source: OMol25
Level of theory: ωB97M-V/def2-TZVPD

Geometry as XYZ:
```
13
Properties=species:S:1:pos:R:3:forces:R:3
C 0.07018 -0.85897 1.93146 0.43 -0.07 -0.20
S 1.68079 -0.43123 1.17182 -0.17 -0.52 0.91
H -0.13321 -1.91791 1.78966 -0.06 0.05 -0.05
H 0.06836 -0.62612 2.99374 0.06 0.11 -0.04
H -0.69501 -0.26200 1.43424 -0.10 -0.06 0.10
O -1.72195 0.85046 -0.74478 0.04 0.60 0.43
C -0.67010 0.49132 -1.20786 -1.10 -1.31 -1.07
O -0.63992 -0.68468 -1.91737 0.27 0.50 0.42
C 0.64208 1.08213 -1.05369 0.50 -0.10 0.94
H -1.53603 -1.02764 -1.79381 -0.06 -0.17 -0.23
H 1.38140 0.76418 -1.77878 0.00 -0.19 0.12
H 0.91056 0.46675 0.06691 0.27 1.23 -1.63
H 0.64285 2.15372 -0.89154 -0.07 -0.07 0.30
```
Positions in Å, forces in eV/Å.

Summary:
Highest occupied orbital energy (alpha / beta): -9.11 / -9.14 eV
Electronic energy: -667.10782 Ha
Gap between HOMO and LUMO (alpha / beta): 9.9 / 7.0 eV
2S+1: 2

***

Record 7
Formula: C3H7O3
Source: OMol25
Level of theory: ωB97M-V/def2-TZVPD

Geometry as XYZ:
```
13
Properties=species:S:1:pos:R:3:forces:R:3
C -0.62816 -2.14602 -1.37494 2.66 1.03 -1.15
C 0.24030 -1.20828 -0.40777 -3.46 -1.62 -0.61
O 0.38819 -0.06678 -0.81274 1.03 2.47 -1.52
O 0.34629 -1.64742 0.72198 1.13 -0.92 1.96
H -0.28328 -1.98213 -2.41701 -0.27 -0.04 0.34
H -1.64816 -1.87182 -1.33269 -1.11 0.26 0.33
H -0.44615 -3.16229 -1.14028 -0.16 -1.11 0.40
C -0.55068 2.26241 1.37472 1.85 2.88 0.73
O 0.47776 2.31432 0.42375 0.70 -1.74 -2.04
H 0.37444 1.55902 -0.28485 0.29 0.91 2.02
H -0.14026 3.02606 2.14228 -0.94 -0.91 -0.63
H -1.33838 2.85554 0.83310 -0.77 -1.54 1.32
H -0.58485 1.32603 1.98341 -0.97 0.32 -1.15
```
Positions in Å, forces in eV/Å.

Summary:
Net charge: -1
Highest occupied orbital energy: -4.21 eV
Electronic energy: -344.24918 Ha
Gap between HOMO and LUMO: 8.5 eV

***

Record 8
Formula: C3H7O3
Source: OMol25
Level of theory: ωB97M-V/def2-TZVPD

Geometry as XYZ:
```
13
Properties=species:S:1:pos:R:3:forces:R:3
C 0.33631 -1.50763 -2.16802 -1.25 -0.37 -2.35
C 0.03790 -0.31689 -1.26033 1.27 0.91 0.01
O -0.43057 -0.71591 -0.17269 -0.71 0.17 1.18
O 0.45532 0.84388 -1.54446 -0.81 -1.46 -0.12
H -0.02559 -2.49659 -1.68062 1.18 1.70 -0.93
H 1.39109 -1.33237 -2.41984 0.05 -0.99 0.33
H -0.14451 -1.41444 -3.23203 0.46 -0.09 1.86
C -0.37549 1.50022 2.24005 0.98 -1.39 -2.76
O -0.03603 0.15695 2.27403 -0.21 -2.54 -2.16
H -0.01062 -0.24080 1.26702 -0.55 1.24 2.08
H 0.51701 1.97004 1.95486 1.24 1.68 -0.60
H -1.15147 1.81145 1.54937 -0.47 -0.23 -0.16
H -0.56335 1.74210 3.19267 -1.19 1.37 3.63
```
Positions in Å, forces in eV/Å.

Summary:
Net charge: -1
Highest occupied orbital energy: -4.62 eV
Electronic energy: -344.25556 Ha
Gap between HOMO and LUMO: 8.9 eV

***

Calculated ΔE to the lowest compared entry with this formula, charge and spin (kcal/mol), listed in the same order as above: 4.9 84.3 16.7 24.6 64.6 12.3 38.3 34.3